[1]
Formula: C34H27ClCuF5N2O2S3SbTe
Source: the OMol25 dataset
Level of theory: ωB97M-V with the def2-TZVPD basis set

```
77
Properties=species:S:1:pos:R:3:forces:R:3
C 2.225 4.598 1.188 0.06 -0.04 -0.01
H -1.549 -0.392 -2.212 -0.07 -0.03 0.05
C 0.997 0.034 1.758 0.03 0.11 -0.17
N -1.890 1.612 -1.993 -0.27 -0.19 0.29
C -1.895 0.500 -2.712 0.06 -0.25 -0.22
H -0.113 -1.610 4.485 -0.07 -0.08 0.03
H -0.855 -2.094 -1.069 -0.07 -0.02 -0.01
C -0.333 -2.850 -1.651 -0.04 0.01 0.05
O -0.489 4.458 0.719 -1.19 0.71 0.69
Sb -2.334 4.402 1.772 0.73 0.14 -0.17
C -4.378 -1.123 1.596 0.11 0.23 -0.16
H 2.336 1.694 1.806 0.02 0.05 0.00
C 1.934 0.967 3.774 0.12 0.05 0.07
H 2.551 1.712 4.258 0.06 0.04 -0.01
F -6.095 -4.317 1.109 0.16 0.26 -0.07
C 3.559 4.949 1.089 0.08 0.02 0.08
H -0.450 -2.615 -2.710 -0.09 0.07 -0.08
H -0.088 -2.531 1.206 -0.07 -0.08 -0.08
C -2.733 1.632 -4.630 0.01 0.10 0.25
C -2.300 0.458 -4.035 0.03 0.16 -0.06
H 4.351 3.304 -1.754 0.01 -0.05 -0.05
C 0.202 3.408 0.387 0.54 -0.21 -0.29
H -1.176 -2.454 2.606 -0.06 -0.06 0.04
C 3.139 -4.254 -1.304 -0.03 -0.02 -0.04
Cl -3.255 4.270 -4.567 -0.12 0.36 -0.06
H 1.956 2.671 -1.577 0.02 -0.01 0.04
H 1.256 -4.879 -2.103 -0.04 -0.12 -0.05
H -1.372 -1.318 1.261 -0.09 -0.10 -0.07
C 3.848 -5.529 -1.666 -0.07 0.07 0.04
Te 0.796 0.145 -0.355 0.50 -0.71 -0.22
F -4.042 -0.357 2.647 0.00 -0.12 -0.20
C 3.138 -2.035 -0.342 0.08 0.22 0.10
C 2.419 3.295 -0.825 -0.08 0.04 0.00
H 3.691 0.024 -0.134 0.07 -0.01 0.09
C 1.123 -2.913 -1.282 -0.16 0.00 0.06
C 0.284 -0.889 2.517 -0.05 -0.20 -0.21
C 1.654 3.757 0.239 0.03 0.17 -0.03
C -4.484 -1.610 -0.731 0.18 0.26 0.00
C -2.308 2.740 -2.540 -0.05 0.35 -0.24
C -5.049 -2.303 1.859 -0.09 -0.32 -0.09
H 5.367 4.754 -0.048 0.08 0.03 0.01
H -3.067 1.660 -5.656 -0.01 0.02 -0.07
S -3.784 4.932 0.093 0.17 -0.33 0.22
F -5.332 -2.650 3.134 0.07 0.11 -0.20
H 4.846 -3.324 -0.415 0.07 0.01 0.01
S -2.169 2.170 2.547 -0.26 0.59 -0.07
C 3.754 3.653 -0.921 0.05 -0.01 -0.09
C 1.781 -1.859 -0.639 -0.16 0.11 0.10
H 1.374 -0.002 5.603 -0.04 0.04 0.07
C 1.804 0.960 2.397 0.17 0.22 -0.12
C -5.439 -3.159 0.837 0.01 0.09 0.03
C -4.048 -0.693 0.275 -0.69 -1.14 0.22
H 3.752 -5.734 -2.732 0.04 -0.07 -0.04
F -5.511 -3.609 -1.484 0.07 0.19 0.19
H 4.979 -1.125 0.298 0.06 -0.01 0.03
H -2.314 3.620 -1.910 -0.06 0.15 0.05
C 1.798 -4.084 -1.604 0.16 0.00 0.02
C 3.906 -0.939 0.337 0.08 0.02 0.02
C 1.264 0.020 4.527 -0.01 0.00 0.08
H 4.906 -5.462 -1.419 0.07 -0.07 0.00
H 1.607 4.970 1.992 -0.08 0.06 0.04
H 3.601 -0.859 1.381 0.05 0.08 0.04
Cu -1.923 1.489 0.385 -0.05 0.23 -0.35
C 3.795 -3.215 -0.663 0.01 -0.08 -0.07
C -2.738 2.786 -3.861 0.18 -0.50 -0.05
C -5.146 -2.792 -0.468 -0.09 -0.18 0.07
C -0.644 -1.863 1.864 -0.10 -0.04 0.09
O -3.467 0.388 -0.041 0.32 0.35 -0.10
S -1.901 5.952 3.372 -0.08 -0.21 -0.08
C 4.326 4.474 0.037 0.16 0.00 -0.06
H 4.005 5.603 1.826 0.01 0.03 0.07
H -2.276 -0.470 -4.587 -0.03 -0.06 0.01
H 3.415 -6.369 -1.122 0.06 -0.11 -0.01
C 0.440 -0.892 3.895 0.02 -0.02 0.17
F -4.227 -1.305 -2.028 -0.06 -0.09 0.30
N -0.197 2.230 0.187 -0.29 -0.14 0.20
H -0.804 -3.816 -1.472 -0.11 -0.06 -0.04
```
Forces are in eV/Å.

Its net charge is -2. The HOMO-LUMO gap (alpha / beta) comes out at 6.216 / 6.346 eV. The total energy comes out at -5874.7647 Eh. The value obtained for the HOMO energy (alpha / beta) is -2.437 / -2.568 eV. Its multiplicity is 2. As for the energy above the lowest of the compared OMol25 structures with the same formula, charge and spin: 0.0 kcal per mole.

[2]
Formula: C34H27N3O7ReS
Source: the OMol25 dataset
Level of theory: ωB97M-V with the def2-TZVPD basis set

```
73
Properties=species:S:1:pos:R:3:forces:R:3
H -0.962 -3.616 4.798 0.10 -0.14 0.05
C 1.350 2.832 1.307 -0.43 0.09 -0.14
H 2.977 -1.885 2.210 -0.12 -0.12 0.13
C 0.185 3.364 0.720 0.95 0.89 0.91
H 0.740 -3.941 2.989 0.07 -0.02 -0.02
C 2.761 -0.847 1.942 0.05 0.00 -0.32
N 0.704 -2.815 0.573 0.65 0.20 -1.02
O 0.649 -5.632 -1.804 -0.05 0.17 -0.03
C -0.085 -3.252 2.856 -0.02 0.08 -0.09
C 3.515 -0.442 0.719 0.24 0.31 0.59
C 4.081 -0.190 -1.385 0.45 -0.06 -0.19
H -3.061 -0.859 2.386 -0.12 0.11 -0.05
C -2.218 -1.521 2.503 -0.06 0.00 -0.15
H 3.287 0.348 -3.301 0.01 -0.13 -0.13
C -0.222 -2.555 1.658 -0.27 0.18 0.23
H -3.952 2.549 -3.243 0.00 -0.04 -0.10
C -1.588 -4.165 -3.010 0.03 0.11 0.14
O -3.324 -3.396 5.648 0.09 0.29 -0.20
N -0.259 -2.286 -2.412 -0.86 -0.39 -0.35
C -0.036 4.746 0.854 -0.12 -0.46 -0.26
H 0.624 6.588 1.690 -0.02 0.05 0.03
O 1.788 -3.705 -1.786 0.60 1.40 0.24
H -2.567 3.992 1.258 0.06 0.08 0.03
H 1.565 1.784 1.167 0.09 -0.11 0.01
C 4.719 0.231 0.707 -0.34 -0.10 0.26
S -3.275 -2.062 5.046 -0.04 0.04 0.23
H -3.364 -3.732 -4.142 -0.03 -0.02 -0.08
C -0.172 -0.301 -3.742 -0.14 -0.09 -0.15
C -1.987 2.897 -0.500 -1.07 0.33 -0.51
H 1.610 -3.087 0.958 -0.21 -0.03 -0.11
H 3.095 3.187 2.460 0.04 -0.06 0.08
H 3.796 -1.343 -3.153 0.01 0.00 -0.20
O 1.014 -0.242 -3.273 0.69 -0.86 0.77
C -2.440 2.441 -1.748 0.22 0.18 0.23
C 1.925 4.972 2.227 -0.06 0.02 -0.11
C -0.951 -1.532 -3.286 0.14 0.24 -0.17
C 0.365 0.208 -0.702 2.63 -5.10 -1.62
C -0.166 1.279 -0.440 -2.15 4.09 1.45
C -2.457 -3.336 -3.708 0.14 0.02 0.03
C -3.639 2.882 -2.264 -0.24 0.05 -0.09
C -4.044 4.148 -0.273 -0.26 0.11 -0.04
C 0.816 5.527 1.603 0.26 0.26 0.23
C -1.287 -1.682 1.486 0.26 -0.06 -0.09
C 0.747 -4.415 -1.933 -0.90 -0.68 -0.25
H -1.361 -1.126 0.562 -0.07 0.00 -0.05
H -1.737 -5.231 -2.938 0.05 -0.07 0.02
C -2.092 -2.234 3.676 -0.53 0.09 0.62
H 5.268 0.571 1.567 0.05 0.03 0.25
H -1.813 1.772 -2.318 0.08 -0.02 -0.11
Re 1.275 -1.476 -1.368 -1.15 3.02 1.32
C 4.040 -0.316 -2.871 -0.23 0.14 0.10
H 2.571 5.588 2.837 0.09 0.04 -0.01
H 0.358 -3.639 0.076 0.18 0.15 0.29
C -4.436 3.762 -1.545 -0.04 -0.04 -0.02
O -0.644 0.428 -4.603 -0.33 0.15 -0.01
C -2.841 3.720 0.250 0.30 -0.27 -0.03
N 3.109 -0.707 -0.560 -0.37 -0.33 -0.34
C -1.023 -3.084 3.861 0.27 -0.15 -0.06
H -0.862 5.209 0.333 -0.03 0.00 0.05
C 2.201 3.624 2.039 0.17 0.17 0.19
O -4.533 -1.643 4.436 0.29 -0.03 -0.07
H 5.015 -0.052 -3.283 0.00 -0.07 -0.01
H -5.360 4.133 -1.969 -0.06 -0.03 0.02
O -2.662 -1.053 5.908 -0.12 -0.22 -0.23
C 5.080 0.390 -0.642 -0.07 -0.04 -0.38
C -0.476 -3.609 -2.402 0.19 -0.46 0.00
C -0.675 2.512 -0.045 1.07 -3.03 -1.05
H 3.073 -0.222 2.775 -0.04 0.00 0.14
H -2.618 -1.365 -4.593 0.05 0.09 -0.06
H -4.688 4.786 0.317 -0.02 0.03 0.05
C -2.076 -2.019 -3.927 0.00 -0.01 0.23
H 5.958 0.874 -1.033 0.14 0.05 -0.10
H 1.690 -0.733 1.798 -0.15 0.00 0.12
```
Forces are in eV/Å.

Its net charge is -2. The HOMO-LUMO gap (alpha / beta) comes out at 5.151 / 5.239 eV. The total energy comes out at -2479.3230 Eh. The value obtained for the HOMO energy (alpha / beta) is -2.373 / -2.426 eV. Its multiplicity is 2. As for the energy above the lowest of the compared OMol25 structures with the same formula, charge and spin: 46.0 kcal per mole.

[3]
Formula: C34H27N6O2OsS
Source: the OMol25 dataset
Level of theory: ωB97M-V with the def2-TZVPD basis set

```
71
Properties=species:S:1:pos:R:3:forces:R:3
O -1.990 0.045 -0.976 0.57 -0.02 -0.32
C -0.632 1.023 3.107 -0.09 -0.01 -0.03
H -1.219 -3.918 -3.077 0.00 0.01 0.00
H -2.071 1.431 1.425 0.01 0.00 0.01
H -3.833 -1.504 1.937 0.01 0.00 0.00
C 6.431 -1.551 4.543 -0.05 0.03 -0.04
C -2.426 -0.061 -2.270 -0.16 0.10 0.02
N -0.327 5.494 -0.312 -0.05 0.05 0.01
S -0.481 3.119 -1.448 0.14 0.34 -0.15
H -5.168 -0.543 -4.190 0.01 -0.01 0.01
H -2.793 -4.147 -3.872 0.00 0.01 -0.01
C -3.283 0.123 -4.925 0.03 0.03 -0.02
H 1.325 0.363 3.855 -0.01 0.02 -0.01
C -1.085 1.157 1.773 0.00 0.03 0.16
C 3.325 -0.421 -2.358 0.14 -0.07 0.11
C -2.051 -2.701 1.903 0.04 -0.03 0.02
H -3.623 0.193 -5.948 0.00 0.01 0.01
C -1.460 -3.626 -0.255 0.08 -0.03 0.08
H 0.928 6.835 2.461 0.00 0.00 0.00
H 4.432 -0.816 -0.449 -0.01 -0.01 -0.04
N 0.634 3.817 0.968 0.02 -0.06 0.08
C -4.720 -0.922 -1.661 -0.05 0.05 -0.18
C -1.213 -3.468 1.102 -0.01 0.01 -0.05
C -1.559 0.350 -3.279 0.11 -0.03 0.07
H -0.370 -3.984 1.543 0.00 0.00 0.00
C 2.184 0.055 1.101 0.23 -0.10 -0.09
H 3.287 -2.401 1.312 0.01 0.00 0.01
C -2.556 -3.001 -0.842 -0.04 0.00 -0.15
C -1.971 0.450 -4.600 -0.02 -0.04 0.03
H 1.482 4.394 2.753 0.00 0.01 -0.01
H 5.117 -3.096 2.817 -0.01 0.00 0.00
C 1.030 0.540 1.650 -0.25 -0.01 0.29
C -4.146 -0.291 -3.931 -0.08 -0.01 0.01
C -3.145 -2.082 1.331 -0.05 0.06 -0.03
C 4.917 0.177 3.688 0.00 0.01 0.00
H -0.295 7.468 0.327 0.00 0.00 0.00
N -0.113 0.880 0.919 0.07 0.21 -0.52
C -0.012 4.194 -0.101 -0.04 -0.13 0.01
C 3.881 0.564 2.857 -0.01 0.06 0.03
H -0.813 5.759 -1.164 -0.02 -0.01 -0.02
C 0.675 0.626 3.035 0.06 -0.06 -0.07
Os -0.307 0.958 -1.083 -0.04 -0.23 0.60
H -1.280 0.768 -5.369 0.00 0.01 0.02
C -3.375 -2.210 -0.031 -0.08 0.03 0.03
H -5.758 -0.723 -1.913 0.00 -0.01 0.02
C -3.735 -0.420 -2.594 -0.03 -0.09 0.08
N 7.284 -1.875 5.239 -0.03 0.01 -0.02
H -0.818 -4.261 -0.847 -0.01 0.00 0.01
C 0.653 6.097 1.721 0.04 -0.01 0.07
C 0.957 4.749 1.874 0.00 -0.07 -0.03
H 3.543 1.593 2.862 0.01 -0.01 0.00
H -1.231 1.163 3.992 0.01 0.01 -0.02
H -2.388 -5.108 -2.434 -0.01 0.00 0.00
H 4.040 -0.674 -3.125 0.00 0.00 0.02
C 3.294 -0.356 1.991 -0.03 -0.04 -0.04
C 4.770 -2.071 2.815 0.01 -0.03 -0.01
H 1.588 0.313 -3.476 -0.02 -0.02 0.00
H -0.470 0.515 -3.090 -0.10 0.05 -0.06
C 5.360 -1.143 3.671 0.07 -0.02 0.06
H -1.872 -2.618 2.966 0.00 0.00 0.00
H 5.390 0.891 4.348 -0.01 0.00 0.00
C 2.083 0.065 -2.551 -0.09 0.13 0.14
N -4.555 -1.606 -0.579 0.09 -0.04 0.12
C 3.750 -1.676 1.970 -0.01 -0.01 0.00
C -0.007 6.456 0.577 -0.03 0.02 -0.09
O -2.901 -3.108 -2.140 0.04 -0.02 0.03
C 2.387 -0.089 -0.308 -0.05 0.17 -0.10
N 1.463 0.309 -1.310 -0.48 -0.19 0.01
H -5.406 -1.814 -0.064 -0.02 -0.01 0.02
C -2.275 -4.140 -2.920 -0.01 -0.01 0.01
C 3.525 -0.507 -0.944 0.17 -0.04 -0.09
```
Forces are in eV/Å.

Its net charge is +3. The HOMO-LUMO gap comes out at 5.911 eV. The total energy comes out at -2278.7327 Eh. The value obtained for the HOMO energy is -15.923 eV.

Question: Number 2 is which compound?
Answer: C34H27N3O7ReS